Record 1
{
  "formula": "C27H44O2",
  "method": "ωB97M-V/def2-TZVPD",
  "elements": ["H", "O", "C", "C", "H", "H", "H", "C", "C", "H", "H", "H", "H", "H", "H", "O", "H", "H", "C", "C", "H", "H", "H", "C", "C", "H", "H", "H", "H", "H", "C", "C", "H", "H", "C", "H", "C", "C", "H", "C", "C", "C", "H", "H", "H", "H", "H", "H", "C", "H", "C", "C", "H", "H", "H", "H", "C", "C", "H", "C", "C", "C", "H", "H", "H", "H", "C", "C", "C", "H", "H", "H", "H"],
  "xyz": [[3.56029, 1.52869, -0.15162], [8.16149, -0.82926, -0.22622], [0.38969, 1.41960, 1.12635], [-0.36073, 1.11978, -0.19436], [-2.37767, 1.87766, 2.27905], [-4.68109, -1.11801, 0.29904], [-0.32942, -0.28445, 2.24373], [1.83642, 1.04692, 1.02958], [1.79554, 1.64256, -1.40140], [-2.06006, 0.83156, -2.62393], [-5.63000, -2.55670, -1.46532], [-1.84040, 2.63489, 0.15952], [2.39538, -2.30247, 0.48339], [-7.36654, -2.88379, -1.49633], [1.93312, 0.61666, -1.74426], [-6.79606, -2.54555, 1.01524], [-2.98374, -0.07756, -0.58311], [2.24634, 2.30318, -2.14628], [-6.77740, -1.50159, 0.04670], [-2.96710, 1.01297, -0.65356], [6.34616, -2.27308, -1.42510], [-5.46434, 0.42744, -1.53379], [2.49218, -2.41124, -1.34471], [4.56238, -0.74882, 0.84470], [2.45329, 0.18995, 1.83779], [-4.26392, 1.64426, 0.97285], [-6.74757, -1.35467, -2.12128], [-6.41645, 1.30520, -0.33858], [-8.91993, -1.55432, 0.08954], [-8.26448, -0.06729, -0.60974], [-6.61664, -2.10930, -1.35188], [0.30076, 1.95442, -1.29465], [2.48805, 2.88550, 0.20697], [8.52933, -0.47140, 0.58888], [-4.30035, 1.56206, -0.11274], [6.43941, -0.52192, 1.85943], [-5.61243, -0.54960, 0.38269], [4.71995, -0.86663, -1.66134], [-4.43921, 2.57034, -0.50980], [2.89688, -2.01916, -0.42602], [-2.84131, 1.39836, -2.12721], [6.20450, -1.19519, -1.52185], [-0.16188, 1.76821, -2.26311], [4.29990, -1.39043, -2.52131], [-0.60231, -0.54936, -1.55630], [-2.55336, 0.20676, 1.75977], [-0.32316, 1.21232, 3.17589], [4.39572, 0.08468, 2.74492], [-5.51616, 0.70595, -0.48105], [0.34928, 2.50833, 1.26848], [3.87428, -0.15965, 1.82368], [-8.13364, -0.80887, 0.17164], [0.73215, -0.73226, -0.41738], [-8.21648, -0.33100, 1.14374], [4.61085, 0.20844, -1.83513], [1.90147, -0.24963, 2.66064], [6.78429, -0.51945, -0.28269], [-0.50134, 0.78963, 2.18754], [0.17143, 3.01565, -1.06438], [-0.28613, -0.37064, -0.53127], [-1.92108, 1.09103, 1.67881], [2.51558, 1.82397, -0.06307], [-5.72151, -0.25443, 1.42960], [6.21426, -2.08683, 1.05919], [-5.96683, -3.03280, 0.95928], [-0.92421, -0.95249, 0.12666], [6.03970, -1.00979, 0.96588], [-1.79948, 1.54006, 0.19806], [3.97039, -1.24040, -0.41164], [6.75559, -0.86149, -2.40198], [-2.62056, 2.45902, -2.22544], [6.65396, 0.57398, -0.36992], [-3.77410, 1.19773, -2.64947]],
  "smiles": "C=C1CC[C@H](O)C/C1=C/C=C1\\CCC[C@]2(C)[C@@H]([C@H](C)CCCC(C)(C)O)CC[C@@H]12",
  "lumo_energy_ev": 0.70,
  "total_charge": 0,
  "de_lowest_kcal_mol": 0.00,
  "gap_ev": 8.96,
  "fmax_ev_per_a": 0.45
}

---

Record 2
{
  "formula": "C27H45AsCl3NP2SiV",
  "method": "ωB97M-V/def2-TZVPD",
  "elements": ["H", "H", "C", "H", "V", "N", "C", "H", "H", "C", "H", "H", "H", "P", "C", "H", "H", "H", "H", "C", "H", "P", "C", "C", "H", "H", "C", "C", "C", "H", "H", "C", "Cl", "H", "C", "C", "H", "H", "H", "H", "H", "H", "C", "C", "H", "H", "C", "H", "H", "H", "C", "H", "H", "H", "C", "H", "As", "H", "C", "C", "H", "C", "H", "H", "Si", "H", "H", "Cl", "C", "Cl", "C", "C", "H", "H", "C", "H", "C", "H", "H", "C", "H"],
  "xyz": [[-2.44779, 3.00895, -1.31112], [2.19088, 1.87893, -3.67837], [2.74295, -2.36345, 1.83136], [-4.13484, 2.38158, 0.97153], [-0.56017, 0.65192, 0.67259], [1.39623, 0.88655, 0.72213], [1.00360, 0.26011, -2.83381], [-0.50964, -0.62679, 4.05782], [-1.50612, 0.57717, -4.11957], [4.10057, -2.11413, 1.96170], [0.82654, 1.40558, -4.70324], [-2.63056, 0.79719, -2.78432], [2.24360, 0.37245, -4.58973], [0.02377, 1.31083, -1.65674], [1.82818, 2.14046, 0.18141], [-1.12519, -3.48398, 0.34729], [0.61622, -4.79006, -0.93699], [-4.37540, 1.93131, -0.72823], [0.28487, -0.47031, -3.21268], [4.57009, -0.84838, 1.64686], [-1.14644, 4.13557, -1.64485], [0.05092, -1.61380, 1.17027], [1.58704, 1.03291, -4.01676], [3.70344, 0.15582, 1.24293], [5.62928, -0.63150, 1.71642], [-3.50233, -1.72749, 2.18292], [-1.04496, 2.28168, -2.80286], [-0.24997, -3.88261, 2.97734], [2.43370, 4.61675, -0.96834], [1.01623, -1.50589, 4.02015], [-1.09653, -3.29622, -2.01144], [1.85281, -1.37983, 1.41057], [-1.16005, 3.11147, 1.12990], [-0.81631, -4.22532, 3.84730], [1.26643, 2.50634, -1.05049], [2.66450, 3.03138, 0.84012], [-1.15999, -1.60757, -1.46972], [-0.54060, -4.51063, 2.13861], [-2.68068, 1.88944, -4.16569], [2.37559, -3.35594, 2.04563], [-0.36329, -2.16235, 4.90345], [-2.44704, 3.91576, -2.82629], [-4.39505, 1.56831, 0.29695], [0.87818, -4.05948, -0.16626], [-3.71277, -0.84713, -1.77777], [1.82250, -3.59664, -0.45987], [-0.07004, -1.61936, 4.00132], [0.80234, -4.06662, 3.19941], [-0.39020, 2.73161, -3.55037], [-5.38893, 1.18976, 0.53064], [-0.53437, -2.39223, 2.76516], [4.10185, 1.12723, 0.99498], [0.35199, -2.29738, -2.02181], [2.66692, 5.57761, -1.40891], [1.57353, 3.73709, -1.61558], [4.77545, -2.89451, 2.28617], [-3.12422, 0.11719, 0.50687], [3.61374, 4.94784, 0.79058], [-3.86835, -0.70566, 2.11225], [-3.90137, -1.14549, -0.74946], [1.76601, -1.03121, -1.22738], [-1.80890, 3.40046, -2.10297], [3.04612, 2.77999, 1.82031], [-3.57287, -0.15340, 3.00163], [-0.91786, 1.69164, 2.82749], [-1.61737, -2.27579, 2.68900], [-3.46676, -2.12867, -0.58662], [0.68453, 2.45767, 3.93033], [-0.22578, -3.00674, -0.05660], [-2.56767, 2.22670, 4.03952], [-0.56063, -2.51469, -1.46521], [2.96676, 4.25850, 0.26218], [2.57748, -1.21548, -2.78731], [-4.97449, -1.18412, -0.56762], [2.11699, -0.49417, -2.10650], [1.05017, -4.60725, 0.75791], [-2.01126, 1.32721, -3.51090], [-4.95478, -0.72385, 2.02970], [2.89982, 0.19402, -1.77175], [2.33236, -0.08372, 1.14482], [1.12737, 4.02684, -2.56143]],
  "lumo_energy_ev": [0.26, 0.42],
  "total_charge": 0,
  "de_lowest_kcal_mol": 2.11,
  "gap_ev": [7.13, 6.75],
  "spin_multiplicity": 2,
  "fmax_ev_per_a": 0.85
}

---

Record 3
{
  "formula": "C27H45Br33ClGaNO6S",
  "method": "ωB97M-V/def2-TZVPD",
  "elements": ["Br", "C", "H", "H", "H", "H", "Br", "Br", "Br", "Br", "Br", "H", "Br", "C", "H", "C", "Br", "C", "H", "S", "C", "H", "H", "H", "H", "Br", "H", "O", "H", "H", "Br", "Br", "Br", "H", "H", "Br", "Br", "H", "Br", "O", "Br", "Br", "C", "H", "C", "H", "C", "Br", "C", "Br", "O", "H", "H", "Br", "C", "C", "C", "H", "Br", "C", "C", "H", "Br", "C", "C", "H", "Br", "H", "H", "H", "H", "C", "H", "H", "Cl", "O", "Br", "Br", "H", "C", "Br", "Br", "C", "Br", "H", "Br", "H", "C", "C", "H", "H", "N", "H", "H", "C", "Br", "C", "Br", "O", "C", "C", "H", "H", "H", "H", "H", "H", "H", "C", "O", "Ga", "Br", "C", "Br", "H"],
  "xyz": [[-0.95756, -2.20251, -7.79562], [1.34110, 0.96288, 2.36766], [2.87044, -0.63729, 3.26050], [-3.56378, 0.02361, -0.20263], [-10.83504, -2.20073, 1.10328], [-1.71818, 1.60246, -4.79152], [5.52949, 3.01260, -10.09785], [1.41920, -3.68522, 3.69048], [2.33703, 5.46046, 5.79808], [-2.59672, 4.98517, 6.39383], [-8.94909, -2.48321, 2.71284], [6.07511, 4.12863, 2.81865], [-2.84748, -1.01161, -2.84915], [-1.93703, 2.64695, -4.54624], [6.92000, 0.79837, 4.05764], [-6.49904, -3.47607, -2.44493], [-7.46140, -2.00246, -1.61652], [-0.68833, -0.09724, -0.07188], [0.32447, -5.91965, 3.87963], [-4.32407, 0.35651, 3.64562], [5.36840, -1.82606, 2.09138], [4.26280, 2.11612, -1.47638], [1.59028, -2.42588, -0.46137], [-0.94406, -3.74392, -9.75804], [0.72526, 0.47552, 5.11137], [3.70328, -1.13733, -6.05367], [-7.18421, -4.32976, -2.47310], [-4.55931, 1.66739, 4.48653], [7.71322, 1.81945, -9.91082], [2.01535, 1.91497, 2.27410], [-0.47840, 3.71627, -5.26262], [-3.64986, 5.92601, 3.49722], [6.29002, 0.29726, -8.53799], [2.20308, -0.12061, 5.57817], [5.96612, -1.53648, 1.10259], [-14.52276, -2.78523, -1.16584], [-2.13947, -5.18419, -8.10762], [-1.57686, 1.16658, 1.60246], [-11.83278, -3.91808, 2.61395], [4.61816, 1.84704, 2.43748], [-13.16640, -2.31613, -4.05113], [-1.14380, -3.60077, -3.73141], [7.41582, -0.20765, 3.64951], [0.74315, 6.64535, 7.30886], [1.27899, 6.97298, 6.41189], [-5.17352, 1.05718, 1.39685], [2.23876, 1.26095, -0.87324], [-4.95813, -4.01910, -1.38901], [2.02240, -1.92638, 0.53338], [-11.86776, -0.97719, -1.42326], [-5.62281, -0.48168, 3.80164], [1.85501, 2.38539, -0.75489], [1.02801, -1.01034, 3.46537], [-0.06522, 7.49388, 5.10574], [5.47707, 4.41587, 1.85073], [5.66519, 3.29895, 0.62043], [-10.40885, -3.09006, 1.57919], [6.82157, 3.19969, 0.46814], [-2.03758, 2.76603, -2.60726], [4.04901, -2.74552, 1.63216], [1.23709, -5.59504, 3.36897], [1.51703, -2.49961, 1.42293], [6.66250, 0.47802, -11.73385], [-0.77965, -3.92085, -8.69001], [-1.34812, -1.67331, -3.89716], [3.34895, -2.76845, 2.57456], [-9.78125, -4.25272, 0.15140], [4.33643, 4.52566, 2.16167], [-1.57579, -1.46511, -4.94780], [1.82362, 0.92051, -1.93981], [7.52083, -0.09265, 2.48924], [-1.67271, 0.03632, 1.23219], [4.09598, 0.25751, -1.73199], [-0.88265, -1.14184, -0.60887], [-2.68717, -0.60669, 4.50954], [6.19723, -2.47408, 3.11957], [2.65014, -0.19649, -8.95028], [2.71003, -6.60315, 4.14253], [-1.21967, -0.63299, 2.07892], [2.16237, -0.59430, -7.10959], [2.39903, 8.47466, 6.93609], [-3.63582, 3.08398, -5.38734], [3.87015, 1.14134, -0.96148], [1.20001, 0.87930, -6.28118], [7.02248, -1.99075, 5.03138], [1.01372, -4.65122, -8.50473], [-12.24326, -3.37810, -1.99025], [-4.08916, 0.88815, 1.86553], [-3.26632, -0.20687, 0.92993], [4.89870, -0.80182, 2.47572], [-4.82280, 4.67451, 5.30973], [1.74503, 0.49150, 4.86440], [5.15882, 3.81907, -0.32651], [-3.60442, -1.27431, 1.28317], [1.83837, -0.13409, 3.48562], [-6.01127, -3.07825, -4.28562], [6.45456, -1.43916, 4.14655], [-5.09999, 7.00180, 6.16632], [4.54460, 0.77240, 0.28933], [6.69096, 1.45277, -10.05070], [-12.86373, -2.48791, -2.13720], [-0.92493, 0.76938, -0.84977], [5.85972, 5.49096, 1.52765], [-3.58846, 1.96584, 1.86294], [0.27855, 1.34653, 2.73201], [1.47720, -1.44799, -7.13777], [4.38198, -3.85153, 1.34095], [8.50462, -0.24260, 4.08975], [4.90357, 1.93446, 1.11101], [3.48350, -2.06744, 0.45626], [1.33260, 0.03286, 0.51917], [0.30112, -0.73176, -3.47597], [-4.13763, 5.52820, 5.33791], [1.00219, -5.99174, 1.47905], [5.45296, -0.99510, 4.61251]],
  "lumo_energy_ev": 0.69,
  "total_charge": -1,
  "gap_ev": 5.51,
  "fmax_ev_per_a": 8.59
}